(1)
DFT (the ωB97M-V functional and the def2-TZVPD basis) results for a structure of composition C44H28LaN4.

Total charge: +1
Highest occupied orbital energy (alpha / beta), eV: -9.78 / -9.78

```
77
Properties=species:S:1:pos:R:3:forces:R:3
H 3.95746 -0.74023 -3.45248 0.173 -0.121 -0.111
H -2.43668 4.63600 0.07170 -0.179 0.161 -0.002
H -3.22858 -3.53967 2.17495 -0.083 0.040 -0.089
H 6.53373 -4.97498 -3.23599 0.045 -0.065 -0.032
H 4.78411 -2.90644 0.06782 0.038 0.027 0.093
C 1.19168 2.63082 -1.95495 -0.063 -0.186 0.168
H 2.74199 -3.05829 -3.67720 -0.105 0.040 -0.072
H -4.54422 5.56628 3.82658 -0.026 0.103 0.047
C 0.22852 3.00309 -1.00001 -0.143 0.041 -0.028
C 5.72290 -4.39932 -2.81603 0.021 -0.057 0.046
N 1.82953 0.35828 -1.17757 0.351 -0.345 -2.784
H 2.46146 6.30357 -4.53049 0.028 0.104 -0.018
C 3.59515 -3.31374 -3.06683 -0.065 -0.009 0.110
C 1.25148 3.45810 -3.18597 -0.047 0.045 -0.116
H 0.25159 -4.92993 1.47706 -0.041 -0.202 0.086
C -1.40110 -1.13881 2.54155 -0.010 0.054 -0.067
C 4.74442 -3.23684 -0.96025 -0.045 0.012 -0.084
C -0.69357 4.09631 -1.13591 -0.011 -0.015 0.205
C -4.46666 2.57595 1.40853 0.028 0.155 0.060
N -1.04571 0.02311 1.90272 -2.692 -0.679 0.515
H 1.16694 5.47865 -6.45803 0.005 0.068 -0.103
N -0.10584 2.29850 0.12963 -1.587 1.780 -1.290
C 1.19309 4.90855 -5.54293 0.041 0.040 -0.076
La 0.83784 0.39792 0.80229 4.570 2.115 4.470
C -4.52112 4.73677 3.13690 -0.011 0.097 0.064
C -2.88602 0.44421 3.17052 0.158 -0.193 0.016
N 0.98822 -1.80974 0.70147 -0.493 -2.768 -0.759
C -0.55870 -4.06046 4.17681 -0.037 0.054 -0.052
C -5.68330 4.31642 2.51397 -0.090 0.039 0.045
H 3.12677 1.75372 -3.87088 0.094 0.055 -0.153
H 6.62811 -4.23713 -0.88301 0.107 -0.036 0.068
H 0.45433 -3.71483 4.32415 0.096 0.036 0.029
C 0.67157 -4.02700 1.08003 0.119 0.134 -0.029
C 2.84800 1.09496 -3.07161 0.032 -0.197 0.138
C 1.93036 1.43418 -2.02039 0.022 -0.046 -0.086
C 0.55395 2.97304 -4.28878 0.054 0.162 0.041
C -3.15326 -4.94379 3.79061 -0.155 -0.043 0.043
H -3.69726 0.98960 3.61328 -0.130 0.006 0.111
C -2.55369 -0.86152 3.35826 0.118 0.247 0.055
C -1.09359 -5.02681 5.00991 0.005 -0.078 0.069
H 0.03965 2.02664 -4.20760 -0.091 -0.080 -0.033
H 4.56292 -4.43383 -4.60914 -0.022 -0.003 -0.108
C 3.26607 -0.18141 -2.85608 0.061 0.231 0.130
H -0.49665 -5.43357 5.81105 0.076 -0.052 0.080
C 0.51553 3.70279 -5.46020 -0.026 -0.026 -0.073
H -2.41221 4.41769 3.36598 0.117 0.067 0.044
H 2.12943 -4.69960 -0.40655 0.115 -0.183 -0.078
H -0.03983 3.32606 -6.30467 -0.051 -0.002 -0.125
C 3.65580 -2.87459 -1.74880 0.140 -0.168 -0.035
C -2.39495 -5.46441 4.82519 0.074 -0.034 0.019
C 1.91416 5.37635 -4.45770 0.033 0.108 -0.043
C 4.61970 -4.08331 -3.58997 0.027 -0.017 -0.127
H -6.61268 4.82904 2.70631 -0.100 0.053 0.031
H -3.05161 -1.56548 3.99336 -0.074 -0.146 0.152
C -5.65730 3.23261 1.65123 -0.060 -0.033 -0.018
H 2.49885 5.02105 -2.42509 0.050 0.062 0.117
C -2.63283 -3.95837 2.97231 0.150 0.022 -0.067
C -3.29223 3.01606 2.01084 -0.093 0.062 -0.025
H -6.56076 2.89342 1.16979 -0.133 -0.006 -0.038
C 1.81989 -2.50962 -0.13806 -0.098 -0.172 0.114
C -1.94851 0.99971 2.23523 -0.066 -0.063 0.010
C 2.60151 -0.66268 -1.67474 -0.092 0.063 0.048
H -0.67038 4.81876 -1.92691 -0.038 0.167 -0.164
C -0.78274 -2.39024 2.35131 -0.033 0.211 -0.153
C 1.62905 -3.90925 0.11688 -0.015 0.112 0.182
C 2.64101 -1.97145 -1.15500 -0.207 0.205 -0.004
C 1.93937 4.65848 -3.27386 -0.059 -0.115 0.062
C -2.04446 2.28643 1.67275 0.134 -0.183 -0.123
C -1.59246 4.00433 -0.11874 0.235 -0.002 -0.016
C -3.32128 4.09433 2.88238 0.034 -0.107 -0.096
H -2.81391 -6.20937 5.48472 -0.024 -0.077 0.022
C -1.33241 -3.50074 3.16543 -0.061 -0.213 0.087
C -1.24522 2.84864 0.66085 -0.028 0.058 -0.118
H -4.42971 1.72307 0.74709 -0.034 -0.077 -0.102
C 5.77828 -3.98313 -1.49641 0.043 -0.048 0.047
C 0.25646 -2.70242 1.44672 0.120 -0.176 -0.104
H -4.15943 -5.30047 3.63061 -0.097 -0.010 -0.027
```
Positions in Å, forces in eV/Å.

(2)
DFT (the ωB97M-V functional and the def2-TZVPD basis) results for a structure of composition C44H28N4Ti.

Total charge: +2
Highest occupied orbital energy (alpha / beta), eV: -13.19 / -13.20

```
77
Properties=species:S:1:pos:R:3:forces:R:3
C -4.34396 -4.77585 -1.43148 -0.003 0.003 -0.047
C -3.48304 -3.78120 -0.99977 0.006 -0.003 0.158
C -2.38643 2.43725 0.66286 0.293 -0.051 -0.034
C -3.37379 -3.49340 0.36323 -0.052 -0.083 -0.190
C -4.30204 4.76770 -1.54265 0.012 0.007 -0.045
H -4.33011 5.01045 -2.59651 -0.025 0.006 0.008
H -1.31535 5.03728 0.90558 -0.011 0.002 -0.042
C 4.99789 -5.27622 -1.35539 -0.012 -0.012 -0.029
N -1.92071 0.00108 0.74773 0.312 0.022 -0.117
H 5.71575 6.01709 -1.73892 0.015 -0.005 0.015
N 0.03985 1.98687 0.87158 -0.025 -0.184 -0.233
H -4.03882 -3.99186 2.34146 -0.016 -0.015 0.006
H 4.99569 1.35032 0.06211 -0.026 0.030 -0.041
C -5.14069 5.41989 -0.64846 0.028 0.002 -0.002
C -4.20906 4.14180 1.16705 0.091 -0.127 0.129
H 1.37980 5.04290 0.81051 0.006 -0.005 -0.048
N 0.03461 -1.96876 0.90444 0.010 0.179 -0.220
C -5.08755 5.11119 0.70197 -0.057 0.038 0.031
C -0.63913 -4.17688 0.97843 0.069 0.140 0.035
H 5.85371 5.65943 0.69934 -0.013 0.001 0.009
H -2.87985 -3.22822 -1.71053 -0.031 -0.020 -0.036
Ti 0.04263 0.01181 1.19338 0.049 -0.003 0.585
C 4.15429 4.57610 -2.01849 -0.032 -0.026 -0.046
C 4.15933 0.68815 0.21275 -0.096 -0.126 0.026
C 3.35961 -3.44578 -0.06568 -0.027 -0.037 -0.174
C -2.76649 -1.10311 0.63221 -0.216 -0.257 0.111
H 5.63262 -5.99513 -1.85524 0.019 0.011 0.011
C 0.71435 4.19542 0.82516 -0.096 -0.109 0.030
C 4.34087 -4.11626 0.64920 -0.097 0.104 0.136
C 4.15575 -0.67180 0.20015 -0.089 0.141 0.021
C 5.06501 5.29895 -1.25898 -0.011 0.001 -0.031
H -5.83061 6.17222 -1.00547 0.001 0.005 0.009
H 2.60131 3.08800 -1.98452 0.020 0.038 -0.057
C 4.30399 4.18201 0.73369 -0.088 -0.111 0.138
N 1.99801 0.00975 0.67981 -0.401 -0.007 -0.159
C 3.31570 3.66130 -1.40520 0.069 0.036 0.208
C 2.82646 -1.09359 0.47222 0.140 -0.291 0.053
C -3.41767 3.80569 -1.08535 -0.026 -0.028 0.158
H -5.78166 -6.25578 -0.84795 0.005 -0.008 0.010
C 4.02331 -4.59717 -2.07493 -0.046 0.012 -0.040
C -5.10524 -5.48266 -0.51004 0.024 0.002 -0.005
H 5.91418 -5.56588 0.55908 -0.003 0.007 0.004
C -1.06777 -2.82425 0.93088 -0.282 -0.223 -0.068
H -4.41269 -5.00214 -2.48713 -0.039 0.005 0.008
C 3.38974 3.46412 -0.02247 -0.016 0.034 -0.199
C 2.43264 -2.42424 0.50462 -0.107 0.171 -0.093
C -2.38842 -2.43515 0.72680 0.298 0.073 -0.016
C -4.10779 -0.68274 0.44096 0.083 0.079 -0.001
H 4.36248 4.02218 1.80361 0.031 0.034 0.006
C -3.37474 3.48425 0.27393 -0.041 0.071 -0.202
C -1.06757 2.83621 0.85078 -0.295 0.212 -0.028
C -2.76642 1.10235 0.61203 -0.214 0.249 0.060
C -4.10760 0.67845 0.42815 0.088 -0.060 0.004
H -4.94641 1.34693 0.32388 0.008 -0.003 -0.034
C -4.99334 -5.20018 0.84262 -0.047 -0.038 0.026
H -4.94846 -1.35089 0.35003 0.016 -0.009 -0.027
C 2.44316 2.44507 0.52016 -0.126 -0.180 -0.090
H 2.43484 -3.14920 -1.98129 0.014 -0.044 -0.057
C 0.72092 -4.17391 0.88956 -0.108 0.105 0.030
C 5.15445 -5.03605 0.00041 0.054 -0.037 0.052
C 1.13283 -2.82029 0.79925 0.289 -0.177 -0.012
H -1.29888 -5.02563 1.04929 -0.020 0.002 -0.046
H 4.46270 -3.92217 1.70809 0.038 -0.035 0.005
H 1.38814 -5.02012 0.87748 0.016 0.015 -0.053
H 4.98977 -1.33343 0.03509 -0.034 -0.040 -0.037
H -4.16837 3.90210 2.22291 -0.025 0.010 0.005
H -2.75421 3.29490 -1.77361 -0.030 0.024 -0.040
H -5.73106 5.62889 1.40044 -0.007 -0.018 0.003
C 3.19894 -3.68850 -1.43371 0.104 -0.013 0.203
C 2.83114 1.11284 0.48575 0.154 0.284 0.069
H 4.09636 4.71986 -3.08921 0.015 0.029 0.011
H 3.90285 -4.77234 -3.13570 0.013 -0.032 0.011
H -5.58016 -5.75594 1.56143 -0.003 0.013 0.005
C -4.12708 -4.20891 1.28358 0.077 0.147 0.131
C 5.13928 5.10019 0.11037 0.058 0.038 0.051
C 1.13574 2.84220 0.77925 0.294 0.172 -0.014
C -0.64755 4.19246 0.87334 0.074 -0.136 0.044
```
Positions in Å, forces in eV/Å.

For each record above, in turn, the calculated largest force on an atom values are 6.73 0.59 eV/Å.